(1)
ORCA calculation (ωB97M-V with the def2-TZVPD basis set) on the molecule C6H11NO4S at a distorted geometry.

Cartesian coordinates (Å):
C -0.770 2.290 1.412
C 0.401 1.794 1.039
O 1.557 2.240 1.551
O 0.657 0.935 -0.102
C -0.462 0.424 -0.658
C -0.715 1.056 -2.099
C -1.159 -0.654 -0.240
C -0.735 -1.384 0.931
S 0.879 -2.147 0.617
N 0.902 -2.044 -1.040
O 1.927 -1.284 1.078
O 0.912 -3.521 0.965
H -1.668 2.032 0.830
H -0.773 2.987 2.257
H 2.342 1.697 1.546
H 0.156 1.210 -2.668
H -1.204 2.152 -1.953
H -1.352 0.319 -2.699
H -1.924 -1.085 -0.949
H -1.302 -2.238 1.347
H -0.343 -0.632 1.652
H 1.241 -1.233 -1.380
H 1.432 -2.915 -1.438

The HOMO energy comes out at -9.04 eV. Its energy is -26912.5467 eV. The gap between HOMO and LUMO is 9.67 eV. Its energy above the lowest of the compared OMol25 structures with the same formula, charge and spin is 3.757 eV.

Here are the Mulliken charges for atoms 1 to 2, given in e: C -0.733; C 0.514

(2)
ORCA calculation (ωB97M-V with the def2-TZVPD basis set) on a structure of composition C36H80AsF6N4 at a distorted geometry.

Cartesian coordinates (Å):
C -3.927 2.176 0.961
C -2.698 2.556 0.158
C -2.876 2.609 -1.389
C -1.612 2.948 -2.112
N -1.772 2.810 -3.603
C -2.696 3.827 -4.237
C -2.286 3.961 -5.690
C -0.776 3.774 -5.664
C -0.444 3.171 -4.294
C -2.101 1.424 -4.073
H -4.158 1.105 0.948
H -4.802 2.663 0.523
H -3.971 2.432 2.019
H -1.818 1.931 0.345
H -2.385 3.523 0.560
H -3.699 3.302 -1.586
H -3.262 1.625 -1.667
H -0.881 2.202 -1.784
H -1.165 3.902 -1.839
H -3.748 3.603 -4.072
H -2.503 4.801 -3.783
H -2.672 3.166 -6.332
H -2.745 4.853 -6.113
H -0.486 3.102 -6.473
H -0.201 4.667 -5.909
H 0.306 2.380 -4.320
H 0.088 3.910 -3.692
H -3.068 1.070 -3.726
H -1.336 0.743 -3.695
H -1.985 1.423 -5.152
C 0.545 4.074 1.459
C 1.649 3.119 0.999
C 2.948 3.787 0.551
C 3.959 2.830 -0.104
N 5.418 3.204 0.069
C 6.437 2.093 -0.064
C 7.750 2.450 0.653
C 7.354 3.536 1.652
C 5.889 3.787 1.436
C 5.749 4.228 -0.952
H 0.348 4.893 0.764
H 0.708 4.573 2.415
H -0.341 3.458 1.610
H 1.328 2.366 0.279
H 1.900 2.549 1.901
H 3.396 4.180 1.465
H 2.812 4.577 -0.190
H 3.857 2.622 -1.166
H 3.956 1.867 0.414
H 6.601 1.945 -1.130
H 5.965 1.220 0.385
H 8.451 2.942 -0.022
H 8.233 1.579 1.083
H 7.925 4.456 1.732
H 7.288 3.147 2.673
H 5.672 4.848 1.558
H 5.181 3.250 2.070
H 5.182 5.153 -0.830
H 5.517 3.878 -1.957
H 6.775 4.595 -0.917
C -0.359 0.249 2.737
C -0.032 -1.222 2.964
C 1.322 -1.687 2.361
C 1.605 -3.130 2.579
N 2.710 -3.741 1.747
C 2.295 -3.759 0.259
C 2.918 -4.978 -0.333
C 2.807 -5.986 0.821
C 3.012 -5.194 2.139
C 4.035 -3.019 1.988
H -1.371 0.340 3.128
H -0.323 0.520 1.678
H 0.377 0.924 3.175
H -0.880 -1.799 2.582
H -0.043 -1.423 4.039
H 2.055 -0.963 2.726
H 1.241 -1.378 1.312
H 0.718 -3.728 2.353
H 1.699 -3.304 3.654
H 2.544 -2.778 -0.136
H 1.208 -3.794 0.333
H 3.946 -4.852 -0.665
H 2.363 -5.517 -1.100
H 3.458 -6.855 0.703
H 1.885 -6.571 0.870
H 4.033 -5.273 2.494
H 2.250 -5.541 2.831
H 3.847 -1.992 1.675
H 4.889 -3.508 1.537
H 4.048 -3.007 3.077
C -7.344 -4.442 4.150
C -6.637 -4.686 2.802
C -5.993 -3.506 2.128
C -5.042 -3.965 1.012
N -4.481 -2.766 0.211
C -3.803 -3.280 -1.078
C -2.567 -2.436 -1.411
C -2.487 -1.472 -0.209
C -3.225 -2.197 0.875
C -5.465 -1.669 -0.107
H -7.970 -5.301 4.376
H -7.958 -3.542 4.132
H -6.561 -4.326 4.900
H -7.433 -4.907 2.080
H -5.985 -5.556 2.879
H -5.262 -3.014 2.790
H -6.686 -2.735 1.802
H -5.643 -4.479 0.260
H -4.159 -4.462 1.399
H -4.604 -3.417 -1.804
H -3.447 -4.289 -0.867
H -2.581 -1.840 -2.322
H -1.638 -2.998 -1.483
H -2.903 -0.507 -0.501
H -1.436 -1.252 -0.026
H -3.540 -1.609 1.741
H -2.633 -2.980 1.350
H -6.319 -2.272 -0.416
H -5.132 -1.089 -0.962
H -5.633 -1.090 0.794
As 1.960 -0.287 -2.017
F 1.227 -0.275 -3.620
F 1.519 1.428 -1.825
F 2.686 -0.266 -0.426
F 2.233 -1.992 -2.316
F 3.546 0.206 -2.687
F 0.369 -0.631 -1.284

The HOMO energy comes out at -17.06 eV. Its energy is -121713.3788 eV. As for the total charge: +3. The gap between HOMO and LUMO is 11.21 eV. Its energy above the lowest of the compared OMol25 structures with the same formula, charge and spin is 0.023 eV.

Here are the Mulliken charges for atoms 1 to 2, given in e: C -1.523; C 0.601

(3)
ORCA calculation (ωB97M-V with the def2-TZVPD basis set) on the molecule C5H10NOP at a distorted geometry.

Cartesian coordinates (Å):
C -1.036 -2.026 -1.402
C -0.800 -1.946 0.069
O -0.351 -0.691 0.461
P 0.535 0.322 -0.513
C 2.399 -0.604 -0.028
N 3.212 -1.388 0.155
C 0.813 1.834 0.500
C -0.318 2.698 0.824
H -1.731 -2.904 -1.519
H -1.554 -1.194 -1.762
H -0.102 -2.202 -1.843
H -0.221 -2.846 0.253
H -1.872 -1.939 0.585
H 1.191 1.574 1.493
H 1.697 2.343 -0.095
H -0.623 3.347 0.043
H -1.178 2.183 1.170
H -0.061 3.439 1.609

The HOMO energy comes out at -9.73 eV. Its energy is -18171.6353 eV. The gap between HOMO and LUMO is 10.04 eV. Its energy above the lowest of the compared OMol25 structures with the same formula, charge and spin is 1.920 eV.

Here are the Mulliken charges for atoms 1 to 2, given in e: C -1.439; C -0.096

(4)
ORCA calculation (ωB97M-V with the def2-TZVPD basis set) on a cluster of 2 separate species, C7H8NO4S in total at a distorted geometry.

Cartesian coordinates (Å):
C 0.070 -2.371 1.047
C 0.513 -1.929 -0.179
C -0.048 -1.476 2.080
C 0.837 -0.606 -0.426
C 0.174 -0.075 1.912
C 0.626 0.405 0.630
C -0.316 2.538 -1.304
N 0.909 1.719 0.483
O -0.973 2.659 3.215
O -2.416 1.878 1.449
O -1.548 4.110 1.328
O 0.980 2.265 -0.781
S -1.391 2.797 1.853
H -0.012 -3.437 1.419
H 0.777 -2.578 -1.010
H -0.547 -2.010 2.925
H 1.196 -0.217 -1.382
H 0.088 0.615 2.846
H -1.008 1.804 -1.168
H -0.174 2.835 -2.470
H -0.657 3.526 -0.960

The HOMO energy (alpha / beta) comes out at -3.96 / -3.30 eV. Its energy is -27900.9312 eV. As for the total charge: -1. The gap between HOMO and LUMO (alpha / beta) is 7.12 / 5.76 eV. Its energy above the lowest of the compared OMol25 structures with the same formula, charge and spin is 3.992 eV.

Here are the Mulliken charges for atoms 1 to 2, given in e: C -0.366; C -0.293